An isolated molecule of C17H12N4O3S, computed with ωB97M-V/def2-TZVPD.

Last column: Löwdin charge in e.
Cartesian coordinates (Å):
O1 4.1206 2.9278 -1.3041  0.114
C1 3.1827 2.2908 -0.8910  -0.425
C2 3.3045 0.8447 -0.5530  -0.164
C3 2.2509 -0.0560 -0.7057  -0.011
C4 2.4274 -1.3847 -0.3741  0.026
C5 3.6581 -1.8108 0.1107  -0.142
C6 4.7232 -0.9292 0.2505  0.023
C7 4.5422 0.3955 -0.0895  0.011
H1 5.3497 1.1055 0.0033  0.125
H2 5.6693 -1.2949 0.6191  0.122
N1 3.8337 -3.1994 0.4712  -0.363
O2 4.9252 -3.5420 0.8686  0.086
O3 2.8761 -3.9332 0.3559  0.084
H3 1.6268 -2.1004 -0.4834  0.122
H4 1.2982 0.2706 -1.0939  0.097
C8 1.8390 2.9338 -0.6480  -0.349
H5 1.0493 2.4927 -1.2606  0.074
H6 1.9107 4.0073 -0.8224  0.090
S1 1.3046 2.6802 1.0806  1.006
C9 -0.1858 1.7877 0.8596  -0.584
N2 -0.5338 1.4301 -0.3659  -0.019
N3 -1.6342 0.7818 -0.5834  0.087
C10 -2.4489 0.4527 0.4092  -0.223
C11 -2.1305 0.7741 1.7456  0.018
C12 -0.9678 1.4616 1.9796  -0.054
H7 -0.6454 1.7442 2.9692  0.110
H8 -2.7724 0.4682 2.5566  0.115
C13 -3.6687 -0.2627 0.0360  -0.156
C14 -3.7180 -1.0068 -1.1444  -0.013
C15 -4.8846 -1.6714 -1.4714  -0.050
C16 -5.9644 -1.5744 -0.6039  -0.145
N4 -5.9376 -0.8548 0.5047  0.062
C17 -4.8280 -0.2140 0.8128  -0.101
H9 -4.8776 0.3825 1.7146  0.111
H10 -6.8951 -2.0885 -0.8031  0.105
H11 -4.9557 -2.2569 -2.3746  0.103
H12 -2.8438 -1.0516 -1.7756  0.109

Calculated values
Energy above the lowest of the compared OMol25 structures with the same formula, charge and spin   48.8 kcal per mole
E   -1497.83680 a.u.
Frontier orbital gap   0.295 Ha
Spin multiplicity   1
Structure (SMILES)   O=C(CSc1ccc(-c2cccnc2)nn1)c1ccc([N+](=O)[O-])cc1
Highest occupied orbital energy   -8.971 eV



A structure of composition C17H13BrN3OS5SbTc, computed with ωB97M-V/def2-TZVPD.

Last column: Löwdin charge in e.
Cartesian coordinates (Å):
Tc1 -0.9732 0.5353 -0.0312  0.847
O1 0.1160 -0.6792 1.0703  -0.293
N1 -0.3439 -1.0048 2.2937  -0.179
C1 0.0945 -2.1653 2.8297  0.039
C2 -0.3172 -2.4996 4.0897  0.017
C3 -1.1777 -1.6429 4.7856  0.012
C4 -1.6126 -0.4733 4.2028  -0.024
C5 -1.1795 -0.1517 2.9189  -0.620
S1 -1.5411 1.3091 2.0679  0.796
H1 0.7503 -2.7468 2.1994  0.160
H2 0.0280 -3.4262 4.5244  0.136
H3 -1.5086 -1.9017 5.7820  0.137
H4 -2.2842 0.2039 4.7107  0.133
Br1 2.9605 -5.0455 -2.9834  0.848
C6 2.3040 -3.3957 -2.4017  -0.681
C7 0.9341 -3.1849 -2.3364  -0.089
C8 0.4530 -1.9629 -1.8991  -0.045
C9 1.3399 -0.9585 -1.5489  -0.257
C10 2.7140 -1.1718 -1.5979  -0.009
C11 3.1958 -2.3937 -2.0279  -0.090
N2 0.8048 0.3120 -1.1408  -0.063
C12 1.4341 1.4080 -1.3338  -0.017
C13 0.8162 2.6638 -0.9171  -0.232
C14 1.3964 3.8942 -1.1423  0.042
C15 0.6884 5.0390 -0.7966  0.018
C16 -0.5739 4.9085 -0.2459  0.014
C17 -1.0911 3.6429 -0.0263  -0.122
N3 -0.4044 2.5425 -0.3430  -0.150
H5 0.2447 -3.9629 -2.6323  0.111
H6 -0.6167 -1.8030 -1.8729  0.008
H7 3.4205 -0.4198 -1.2722  0.121
H8 4.2605 -2.5750 -2.0641  0.117
H9 2.3880 1.4284 -1.8506  0.155
H10 2.3778 3.9534 -1.5929  0.140
H11 1.1136 6.0183 -0.9693  0.137
H12 -1.1658 5.7740 0.0156  0.134
H13 -2.0768 3.4990 0.3953  0.110
S2 -3.0251 -2.6945 -3.0757  0.035
Sb1 -3.5450 -0.8762 -1.9749  0.027
S3 -2.7409 -0.8549 0.3135  0.171
S4 -1.9383 0.8999 -2.0739  0.170
S5 -5.7191 -0.0414 -2.0484  0.237

Calculated values
E   -5780.55392 a.u.
Frontier orbital gap   0.193 Ha
Charge   +2
Spin multiplicity   2
Expectation value of S²   0.75
Highest occupied orbital energy   -13.948 eV



frontier orbital gap of number 2 (C17H13BrN3OS5SbTc)? 0.193 Ha